(1)
C38H67BILaN8O3S6 | the ωB97M-V functional and the def2-TZVPD basis

* total charge: +2

The geometry in XYZ format:
```
125
Properties=species:S:1:pos:R:3:forces:R:3:mulliken_charge:R:1
La -2.4092 -0.6355 -1.1250 -0.09 0.53 -0.49 1.487
C 0.1932 3.9239 -1.5620 0.02 -0.02 0.01 -1.614
C 0.3467 3.0682 -0.3425 -0.01 0.01 -0.11 -0.937
C 0.4811 3.6029 0.8985 -0.03 0.10 0.00 -0.468
C 0.6535 2.7671 2.0296 -0.02 0.03 0.04 -0.191
N 0.7597 1.4813 1.8853 0.01 0.04 -0.06 0.000
N 0.6586 0.9388 0.6563 0.07 0.02 -0.04 0.761
B 1.1767 -0.5250 0.6704 0.07 -0.21 0.01 -1.216
N 1.4609 -1.0078 2.0873 -0.01 -0.09 -0.09 0.526
N 2.7703 -1.0725 2.3943 -0.04 0.03 -0.01 -0.593
C 3.1072 -1.5659 3.5484 0.03 0.00 0.03 0.081
C 2.1157 -2.0329 4.4534 0.05 -0.02 0.07 -0.467
C 0.7970 -1.9719 4.1420 -0.15 -0.02 0.09 0.130
C -0.2750 -2.4698 5.0563 0.02 0.00 -0.01 -1.772
C 0.4456 -1.4093 2.8725 0.13 0.18 -0.07 1.114
S -1.1629 -1.2782 2.3395 -0.05 -0.10 0.05 -0.355
C 4.5854 -1.6404 3.8943 -0.03 -0.01 0.02 2.264
C 5.4460 -1.1075 2.7507 -0.03 0.01 -0.04 -2.172
C 4.8367 -0.8007 5.1560 -0.03 0.00 -0.01 -1.704
C 4.9513 -3.1082 4.1633 0.00 0.01 0.01 -1.824
N 2.4054 -0.6779 -0.2684 -0.20 0.14 -0.09 0.952
N 3.4790 0.0681 -0.4347 0.03 -0.07 0.02 -0.861
C 4.3448 -0.3822 -1.3173 0.01 0.03 0.02 -0.160
C 4.1269 -1.6139 -1.9913 0.09 -0.03 0.01 -0.037
C 2.9835 -2.3509 -1.8266 0.00 -0.18 -0.09 -0.071
C 2.7143 -3.6670 -2.4856 -0.03 0.06 0.04 -1.378
C 2.0696 -1.7714 -0.9343 0.02 0.13 -0.02 0.726
S 0.4716 -2.1213 -0.3166 0.02 -0.03 0.36 -0.172
C 5.6046 0.4309 -1.5609 -0.01 -0.01 -0.03 2.014
C 6.7897 -0.3353 -0.9523 -0.01 -0.02 -0.01 -1.420
C 5.4981 1.8092 -0.9079 -0.04 -0.04 0.01 -1.732
C 5.8120 0.6024 -3.0735 -0.01 0.00 0.01 -1.717
C 0.3855 1.6424 -0.4595 -0.01 -0.10 0.19 1.367
S 0.0814 0.8446 -1.9483 0.22 0.17 0.01 -0.056
C 0.7546 3.3360 3.4334 0.02 0.03 -0.02 2.011
C 0.9490 2.2220 4.4605 0.01 -0.04 -0.02 -1.805
C -0.5404 4.1005 3.7438 0.00 0.00 0.00 -1.689
C 1.9542 4.2960 3.4846 -0.02 0.00 -0.01 -1.675
H 0.0417 4.9666 -1.2882 0.01 -0.02 0.01 0.458
H -0.6306 3.5818 -2.1880 0.00 0.01 -0.01 0.226
H 1.0912 3.8531 -2.1799 -0.03 -0.01 -0.01 0.330
H 0.4611 4.6790 1.0241 -0.01 -0.04 0.02 0.516
H 2.4182 -2.4516 5.4052 0.01 0.02 -0.02 0.473
H 0.1510 -2.8367 5.9882 0.00 0.00 -0.02 0.442
H -0.8351 -3.2738 4.5760 0.00 0.01 0.00 0.345
H -0.9929 -1.6779 5.2745 0.02 0.00 -0.01 0.348
H 5.1881 -0.0760 2.5032 0.02 -0.03 0.01 0.382
H 5.3198 -1.7112 1.8487 0.00 0.02 0.03 0.306
H 6.4950 -1.1453 3.0486 -0.01 0.00 -0.02 0.580
H 4.5731 0.2463 4.9876 0.01 -0.03 0.01 0.315
H 5.8932 -0.8464 5.4247 -0.02 0.00 0.00 0.473
H 4.2617 -1.1659 6.0094 0.02 0.02 -0.02 0.383
H 4.7371 -3.7315 3.2920 0.01 0.02 0.02 0.360
H 4.4077 -3.5160 5.0178 0.02 0.01 -0.03 0.382
H 6.0174 -3.1851 4.3828 -0.03 0.00 0.00 0.474
H 4.8982 -1.9845 -2.6557 -0.02 0.03 0.00 0.462
H 3.5325 -3.9538 -3.1428 0.00 0.01 0.01 0.440
H 1.7899 -3.6153 -3.0621 0.02 0.00 -0.01 0.121
H 2.5829 -4.4447 -1.7296 0.01 0.03 -0.01 0.343
H 6.6594 -0.4592 0.1250 0.01 0.01 -0.04 0.188
H 7.7128 0.2204 -1.1243 -0.02 -0.02 0.00 0.487
H 6.9057 -1.3249 -1.4018 0.01 0.03 0.02 0.336
H 5.3842 1.7316 0.1735 0.00 0.01 -0.03 0.239
H 4.6435 2.3654 -1.2996 0.03 0.00 0.01 0.329
H 6.4053 2.3742 -1.1232 -0.01 0.00 0.01 0.482
H 6.0190 -0.3449 -3.5751 -0.01 0.04 0.01 0.318
H 6.6671 1.2560 -3.2493 -0.01 -0.03 0.00 0.483
H 4.9365 1.0591 -3.5420 0.03 0.00 0.01 0.341
H 0.1209 1.5099 4.4383 0.02 0.02 0.00 0.326
H 1.0017 2.6627 5.4570 0.00 -0.02 -0.01 0.532
H 1.8723 1.6689 4.2754 -0.03 0.02 0.02 0.212
H -1.4039 3.4301 3.7313 0.04 0.02 0.00 0.341
H -0.7194 4.9090 3.0309 0.00 -0.02 0.03 0.346
H -0.4721 4.5463 4.7373 -0.01 -0.01 -0.03 0.479
H 2.8783 3.7851 3.2035 -0.03 0.02 0.02 0.343
H 2.0724 4.6763 4.5003 -0.01 0.00 -0.03 0.471
H 1.8206 5.1564 2.8246 0.02 -0.03 0.02 0.345
C -2.8006 -3.8160 -3.9378 0.03 0.05 0.00 -1.097
C -1.4881 -3.3774 -4.5728 -0.01 0.05 0.08 -1.099
S -0.5995 -2.1189 -3.6053 -0.02 0.04 0.11 0.353
C -0.2138 -0.8856 -4.8741 -0.06 -0.05 0.06 -1.037
C -1.4006 -0.2054 -5.5443 -0.02 0.02 0.08 -1.072
S -2.6314 0.4572 -4.3834 -0.03 0.07 0.13 0.109
C -4.1711 -0.2093 -5.0662 0.04 -0.02 0.05 -0.947
C -4.2700 -1.7285 -5.1034 0.04 0.02 0.08 -0.975
S -3.9469 -2.4938 -3.4888 -0.14 0.10 0.16 0.203
H -3.3239 -4.5019 -4.6041 0.03 -0.04 0.00 0.544
H -2.6253 -4.3334 -2.9947 0.00 -0.01 -0.02 0.289
H -0.8355 -4.2458 -4.6589 -0.02 -0.03 -0.05 0.627
H -1.6344 -2.9821 -5.5771 -0.01 -0.03 -0.01 0.478
H 0.4061 -0.1551 -4.3557 0.03 0.02 -0.03 0.373
H 0.4080 -1.3595 -5.6346 0.01 0.03 -0.02 0.650
H -1.0394 0.6237 -6.1513 0.02 -0.02 -0.04 0.616
H -1.9257 -0.8900 -6.2076 0.02 0.00 -0.02 0.447
H -4.9495 0.2099 -4.4245 -0.01 0.00 -0.03 0.301
H -4.3133 0.2036 -6.0649 -0.05 0.00 0.00 0.548
H -5.2763 -2.0077 -5.4145 0.00 0.00 -0.06 0.603
H -3.5802 -2.1529 -5.8306 -0.02 0.02 -0.03 0.495
O -3.0098 2.0339 -1.7366 -0.22 0.01 0.06 -0.509
H -2.5922 2.7342 -1.2214 0.07 -0.07 0.03 0.162
H -3.1067 2.3737 -2.6352 0.14 -0.02 -0.01 0.321
O -2.3162 1.1536 0.8895 -0.02 -0.11 -0.29 -0.212
H -3.2598 1.1948 1.1033 -0.01 -0.01 0.03 0.075
H -1.8772 0.6860 1.6356 0.04 -0.02 -0.01 -0.174
I -3.0142 -3.4194 -0.1701 -0.08 -0.38 0.15 -0.508
C -7.5370 1.4315 1.3537 0.02 0.03 -0.07 -1.155
N -6.3533 1.4531 0.4954 -0.02 0.05 0.01 0.211
C -5.4133 2.5174 0.7962 -0.02 -0.07 0.02 -0.880
C -5.9289 0.3675 -0.2002 -0.02 -0.05 0.05 0.088
O -4.6921 0.1190 -0.2933 0.27 -0.20 -0.24 0.062
N -6.8544 -0.4138 -0.7845 -0.01 -0.02 0.01 0.253
C -8.1548 0.0768 -1.2315 0.04 -0.02 0.06 -1.210
C -6.5274 -1.7699 -1.2028 -0.05 0.02 0.02 -0.800
H -7.2247 1.5756 2.3901 0.01 0.01 -0.01 0.391
H -8.0452 0.4768 1.2900 0.00 -0.05 -0.02 0.373
H -8.2317 2.2292 1.0886 -0.01 -0.01 -0.02 0.331
H -5.9480 3.4666 0.8157 -0.02 0.00 0.02 0.461
H -4.6545 2.5665 0.0218 0.01 0.00 -0.01 0.051
H -4.9457 2.3788 1.7785 0.00 0.01 0.00 0.334
H -8.1889 1.1614 -1.1945 0.01 0.01 0.02 0.402
H -8.9732 -0.3306 -0.6367 0.01 -0.01 0.02 0.338
H -8.3016 -0.2394 -2.2651 0.01 0.00 -0.01 0.388
H -5.6173 -2.1142 -0.7210 -0.01 0.03 -0.01 0.049
H -6.4061 -1.8265 -2.2861 -0.01 0.01 0.01 0.247
H -7.3422 -2.4360 -0.9171 -0.01 0.02 0.01 0.397
```
Forces are in eV/Å.



(2)
C38H67N3O9 | the ωB97M-V functional and the def2-TZVPD basis

* total charge: 0

The geometry in XYZ format:
```
117
Properties=species:S:1:pos:R:3:forces:R:3:mulliken_charge:R:1
C 4.0192 0.0775 0.2755 0.18 0.90 0.86 -0.984
N 2.6086 0.0148 0.7723 1.93 -0.95 -2.66 0.180
C 1.7438 0.8659 0.0274 -1.61 0.42 0.26 -0.133
O 2.0198 1.8793 -0.5635 0.27 -0.52 0.59 -0.601
C 0.3868 0.1830 0.0861 1.51 0.19 0.26 0.366
C -0.8737 0.6687 -0.0697 0.06 0.36 -0.13 -0.642
C -1.9173 -0.2470 0.0183 -0.82 1.19 -0.55 1.873
C -3.3415 0.2812 -0.1415 -0.39 -0.84 0.42 -0.718
N -4.2561 -0.6124 -0.8425 0.08 0.73 0.14 -0.356
C -1.6648 -1.5783 0.2421 -0.36 -0.84 0.07 -1.080
C -0.3827 -2.0581 0.4263 0.88 -0.71 0.13 -0.107
N -0.1021 -3.4293 0.6926 -0.08 0.12 -0.48 -0.639
C 0.6498 -1.1497 0.3496 0.45 0.16 0.00 0.759
C 2.1328 -1.3135 0.4977 -1.39 -0.09 0.89 -0.108
O 2.8055 -2.3185 0.4200 -0.25 0.73 0.13 -0.626
H 4.6621 -0.3903 1.0194 -0.04 -0.12 -0.22 0.077
H 4.1243 -0.3983 -0.7013 -0.01 -0.07 0.18 0.363
H 4.3125 1.1245 0.1847 -0.11 -0.12 0.04 0.434
H -1.0300 1.7267 -0.2513 -0.16 -0.10 -0.05 0.601
H -3.3595 1.2592 -0.6271 0.17 -0.16 -0.06 0.252
H -3.7404 0.4259 0.8735 0.05 0.08 -0.14 0.011
H -4.3900 -1.4893 -0.3631 0.06 -0.07 -0.15 0.237
H -4.0064 -0.7344 -1.8177 -0.21 -0.20 0.16 0.266
H -2.4721 -2.3037 0.2858 -0.03 0.16 0.03 0.298
H -0.2038 -3.9329 -0.1858 -0.30 -0.25 0.24 0.256
H 0.8831 -3.5277 0.9194 -0.03 0.05 0.04 0.249
C 2.3376 -4.1525 5.0078 -0.19 0.01 -0.06 -0.559
C 3.3422 -4.0703 3.8660 0.16 -0.08 0.05 -0.599
C 3.4154 -2.5711 3.6250 -0.14 0.14 0.01 0.377
O 3.1714 -1.9401 4.8875 -0.02 -0.17 0.00 -0.462
C 2.6854 -2.9120 5.8174 0.19 0.03 0.07 -0.488
H 2.4056 -5.0714 5.5888 0.02 0.02 0.01 0.380
H 1.3207 -4.0715 4.6151 0.01 -0.01 0.02 0.242
H 4.3138 -4.4452 4.1978 -0.01 0.00 -0.03 0.294
H 3.0478 -4.6287 2.9782 -0.01 0.04 -0.01 0.349
H 2.6412 -2.2443 2.9282 0.03 -0.04 -0.04 -0.262
H 4.3855 -2.2528 3.2399 -0.02 0.07 0.03 0.121
H 3.4824 -3.1205 6.5399 -0.06 -0.06 0.05 0.279
H 1.8282 -2.5045 6.3553 0.03 0.08 -0.02 0.276
C -4.7124 3.6315 -4.5625 -0.04 0.18 0.09 -0.594
C -3.2609 3.2221 -4.7655 0.03 -0.13 -0.16 -0.611
C -2.9170 2.6210 -3.4124 0.02 0.04 0.23 -0.398
O -4.1269 2.0583 -2.8907 0.09 0.21 -0.20 -0.311
C -5.2314 2.5062 -3.6808 -0.06 -0.28 -0.06 -0.009
H -5.2737 3.7375 -5.4904 0.00 -0.03 0.01 0.349
H -4.7597 4.5819 -4.0247 -0.02 -0.01 -0.02 0.300
H -3.1953 2.4568 -5.5433 0.02 0.01 0.01 0.246
H -2.6053 4.0461 -5.0439 0.00 0.00 0.03 0.381
H -2.5702 3.3902 -2.7131 0.08 0.01 -0.05 0.283
H -2.1543 1.8430 -3.4783 -0.04 -0.04 0.07 0.250
H -5.5823 1.6593 -4.2828 -0.09 0.04 -0.01 -0.052
H -6.0432 2.8264 -3.0256 0.04 -0.06 0.08 0.121
C 8.6176 -1.7423 0.7817 -0.13 -0.16 -0.05 -0.624
C 9.5129 -1.5208 -0.4303 0.18 0.09 0.05 -0.507
C 8.6607 -0.5903 -1.2809 -0.16 -0.06 -0.08 -0.440
O 7.8730 0.1871 -0.3731 0.04 -0.15 0.03 -0.419
C 7.9672 -0.3773 0.9377 0.12 0.21 0.09 0.467
H 9.1547 -2.0615 1.6740 0.01 0.04 0.00 0.361
H 7.8592 -2.4954 0.5522 0.00 0.01 0.02 0.256
H 10.4316 -1.0138 -0.1257 -0.01 -0.01 -0.02 0.251
H 9.7869 -2.4387 -0.9490 -0.04 0.01 -0.01 0.339
H 7.9786 -1.1544 -1.9264 0.07 -0.03 -0.04 0.261
H 9.2577 0.0752 -1.9055 -0.06 0.07 0.03 0.276
H 8.5863 0.2892 1.5490 -0.01 -0.07 0.09 -0.211
H 6.9730 -0.4344 1.3831 -0.02 0.07 -0.05 0.026
C 9.7114 2.8626 4.3736 -0.14 -0.13 0.02 -0.516
C 10.8166 2.3873 5.3078 0.12 0.13 0.04 -0.530
C 11.4943 1.3148 4.4675 -0.08 -0.15 -0.06 -0.397
O 11.3417 1.7087 3.1002 -0.10 0.04 0.14 -0.403
C 10.3956 2.7797 3.0181 0.14 0.12 -0.09 -0.346
H 9.3405 3.8608 4.6016 0.02 0.00 -0.01 0.348
H 8.8680 2.1684 4.4115 -0.01 0.03 -0.01 0.233
H 11.5139 3.2053 5.5051 0.00 -0.02 0.02 0.268
H 10.4541 2.0118 6.2638 0.00 -0.02 -0.02 0.332
H 11.0080 0.3417 4.5978 0.03 0.00 0.09 0.247
H 12.5548 1.2056 4.6980 0.01 -0.01 -0.09 0.266
H 10.9448 3.7003 2.7935 -0.08 0.05 -0.01 0.283
H 9.6950 2.5862 2.2045 0.07 -0.05 -0.04 0.211
C -6.4360 -1.7799 -5.2694 0.01 0.20 -0.12 -0.342
C -5.1143 -2.3879 -5.7187 -0.01 -0.20 0.03 -0.614
C -4.1217 -1.6805 -4.8094 0.05 0.20 0.02 -0.469
O -4.8129 -1.3975 -3.5880 -0.02 -0.16 -0.42 -0.332
C -6.2173 -1.6239 -3.7743 -0.06 -0.10 0.21 -0.508
H -7.3046 -2.3911 -5.5090 0.00 0.01 0.03 0.383
H -6.5714 -0.7989 -5.7318 -0.06 -0.01 0.03 0.099
H -5.1108 -3.4616 -5.5137 0.03 0.01 -0.02 0.283
H -4.8990 -2.2436 -6.7768 0.01 0.03 0.02 0.339
H -3.7939 -0.7279 -5.2417 0.04 -0.04 -0.06 0.169
H -3.2395 -2.2865 -4.5967 0.00 0.04 0.08 0.316
H -6.4862 -2.5389 -3.2357 -0.08 0.01 -0.02 0.383
H -6.7813 -0.7936 -3.3498 0.09 0.03 0.04 0.123
C -2.8869 -0.3143 5.4947 0.03 -0.19 -0.01 -0.550
C -1.8232 0.4635 4.7302 0.00 0.18 0.08 -0.631
C -2.3522 0.3946 3.3064 0.00 -0.15 -0.02 0.196
O -3.7813 0.3380 3.4022 0.11 -0.02 0.11 -0.438
C -4.1566 0.0895 4.7602 -0.07 0.19 0.00 -0.539
H -2.9210 -0.0839 6.5589 -0.01 0.02 -0.02 0.371
H -2.7145 -1.3878 5.3832 -0.01 0.01 0.02 0.246
H -1.8026 1.5010 5.0735 0.02 -0.01 -0.01 0.264
H -0.8193 0.0526 4.8303 -0.01 -0.01 -0.03 0.368
H -2.0111 -0.5124 2.7986 0.11 0.03 0.01 -0.073
H -2.0602 1.2580 2.7067 -0.08 0.00 -0.04 0.216
H -4.5759 1.0141 5.1718 -0.02 -0.04 0.08 0.279
H -4.9261 -0.6831 4.7897 -0.01 0.02 -0.09 0.280
C -10.5722 2.5890 -5.1612 -0.18 -0.05 0.04 -0.580
C -9.7377 2.9870 -3.9519 0.16 0.11 -0.06 -0.487
C -9.2611 1.6351 -3.4447 -0.08 -0.15 0.11 -0.268
O -9.1516 0.7809 -4.5899 -0.05 0.18 -0.01 -0.317
C -9.7814 1.4116 -5.7104 0.20 -0.02 -0.08 -0.466
H -10.7026 3.3890 -5.8889 0.02 -0.01 -0.01 0.346
H -11.5618 2.2576 -4.8374 0.00 0.01 -0.03 0.266
H -8.8836 3.5899 -4.2719 -0.01 0.00 0.03 0.179
H -10.2899 3.5514 -3.2018 0.00 -0.03 0.00 0.394
H -9.9873 1.1884 -2.7576 0.02 0.07 0.06 0.286
H -8.2961 1.6941 -2.9391 0.02 -0.10 -0.04 0.112
H -8.9960 1.7469 -6.3972 -0.07 0.03 -0.06 0.260
H -10.4098 0.6870 -6.2297 0.05 -0.06 0.04 0.288
```
Forces are in eV/Å.



Quick rundown of LUMO level, same order as above: -4.849; 0.272 eV
Quick rundown of frontier orbital gap, same order as above: 0.27037; 0.32286 hartree
Quick rundown of strongest force on any atom, same order as above: 0.014; 0.066 Eh/bohr